1.
Entry from OMol25: a structure of composition C25H22B2Cl3F2IrN2O4S3 (ωB97M-V with the def2-TZVPD basis set).

Summary:
HOMO (alpha / beta): -0.0886 / -0.2094 Eh
Energy above the lowest of the compared OMol25 structures with the same formula, charge and spin: 15.4 kcal/mol
Electronic energy: -117156.23393 eV

Structure (ORCA input):
```
! RIJCOSX wB97M-V def2-TZVPD def2/J DEFGRID3
* xyz -1 6
Ir 1.460 -0.095 1.911
S 2.945 2.956 4.494
C 2.595 1.858 3.272
S 3.504 0.324 3.041
S 1.329 2.285 2.259
F -1.003 -3.491 -1.289
B -0.963 -3.386 0.025
F -1.673 -4.000 0.970
C -2.488 5.588 -2.941
C -3.422 4.570 -2.283
C -4.048 5.081 -0.985
C -4.628 4.206 -3.195
C -2.547 3.280 -2.029
C -1.902 2.663 -3.069
C -1.018 1.623 -2.893
C -0.790 1.196 -1.617
O 0.286 0.514 -1.064
B 0.099 0.509 0.449
O -1.165 1.204 0.677
C -1.576 1.728 -0.539
C -2.489 2.681 -0.741
H -2.980 6.538 -3.116
H -2.096 5.274 -3.947
H -1.597 5.767 -2.285
H -4.652 5.982 -1.168
H -3.243 5.260 -0.228
H -4.742 4.281 -0.609
H -5.258 5.074 -3.341
H -5.206 3.387 -2.729
H -4.386 3.840 -4.233
H -2.092 3.070 -4.069
H -0.623 1.155 -3.765
H -3.135 2.866 0.123
Cl 4.027 2.275 -0.798
C 4.517 0.779 -1.728
Cl 3.508 0.427 -3.139
H 4.576 -0.086 -1.030
H 5.503 1.061 -2.110
O 4.468 -1.696 0.568
C 3.412 -2.175 0.241
N 2.103 -1.652 0.658
C 1.277 -2.610 0.291
O 0.007 -2.573 0.583
C 1.867 -3.829 -0.208
C 1.406 -5.122 -0.402
C 2.358 -6.126 -0.479
C 3.716 -5.823 -0.612
C 4.143 -4.507 -0.507
C 3.188 -3.497 -0.346
H 0.356 -5.442 -0.403
H 2.026 -7.155 -0.576
H 4.479 -6.579 -0.743
H 5.182 -4.183 -0.621
Cl 1.204 -4.162 5.778
C 0.348 -3.011 4.900
C -1.076 -3.001 4.874
C -1.739 -2.095 4.059
C -1.007 -1.219 3.234
N 0.363 -1.337 3.182
C 1.032 -2.152 4.032
H -1.590 -3.625 5.585
H -2.813 -2.068 3.991
H -1.453 -0.443 2.652
H 2.116 -2.160 3.992
*
```


2.
Entry from OMol25: a cluster of 12 separate species, C15H54N12O12 in total (ωB97M-V with the def2-TZVPD basis set).

Summary:
HOMO: -0.2992 Eh
Energy above the lowest of the compared OMol25 structures with the same formula, charge and spin: 109.8 kcal/mol
Electronic energy: -58879.66218 eV
SMILES: NC(N)=O.NC(N)=O.NC(N)=O.NC(N)=O.NC(N)=O.NC(N)=O.CCO.CCO.CCO.CO.CO.CO

Structure (ORCA input):
```
! RIJCOSX wB97M-V def2-TZVPD def2/J DEFGRID3
* xyz 0 1
C 2.817 0.830 -2.447
C 4.247 1.212 -2.678
O 5.176 0.141 -2.356
H 2.398 0.321 -3.315
H 2.251 1.703 -2.271
H 2.685 0.179 -1.554
H 4.469 2.108 -2.059
H 4.338 1.490 -3.746
H 6.100 0.382 -2.641
C -3.100 1.743 -0.314
C -2.710 3.097 0.131
O -2.957 4.016 -0.933
H -2.536 1.357 -1.135
H -4.146 1.596 -0.427
H -2.809 1.002 0.478
H -1.672 3.085 0.465
H -3.267 3.401 1.038
H -2.264 4.650 -1.013
C -1.891 1.064 2.998
C -3.273 1.662 3.264
O -3.276 3.062 3.614
H -1.401 0.999 3.929
H -1.252 1.623 2.276
H -1.908 0.058 2.670
H -3.806 1.003 4.005
H -3.967 1.549 2.388
H -4.084 3.483 3.425
C 0.106 4.515 -1.618
O 0.430 3.706 -2.713
N -0.615 5.602 -1.669
N 0.443 4.177 -0.439
H -0.933 5.845 -2.624
H -0.490 6.385 -0.978
H 0.632 3.181 -0.273
H -0.077 4.724 0.344
C 0.498 -3.230 0.951
O 0.311 -3.923 -0.228
N 1.719 -3.056 1.403
N -0.432 -2.972 1.826
H 2.383 -3.362 0.671
H 2.046 -2.182 1.945
H -1.438 -3.131 1.612
H -0.295 -2.511 2.720
C 3.198 -2.764 -1.268
O 2.106 -2.111 -1.722
N 4.356 -2.203 -1.198
N 3.104 -3.983 -0.810
H 4.520 -1.320 -1.660
H 5.104 -2.839 -1.399
H 2.094 -4.332 -0.779
H 3.851 -4.582 -0.238
C -3.487 -4.245 0.835
O -4.615 -4.477 1.524
N -2.840 -5.253 0.248
N -2.957 -3.053 0.576
H -3.221 -6.105 0.385
H -1.843 -5.315 -0.215
H -3.583 -2.215 0.622
H -2.336 -2.978 -0.217
C -1.741 -1.935 -2.344
O -2.918 -1.412 -2.975
N -0.682 -1.241 -2.131
N -1.655 -3.125 -1.857
H -0.773 -0.310 -2.536
H 0.268 -1.505 -1.824
H -2.365 -3.761 -2.217
H -0.849 -3.439 -1.333
C 1.350 -0.984 3.928
O 2.533 -1.079 3.265
N 0.881 0.114 4.359
N 0.645 -2.041 4.173
H 1.386 1.069 4.297
H -0.147 0.077 4.614
H 1.009 -2.975 3.928
H -0.073 -1.895 4.855
C 0.270 0.078 0.416
O 0.123 1.284 -0.236
H -0.374 -0.808 0.160
H 0.227 0.166 1.502
H 1.283 -0.194 0.129
H -0.208 1.044 -1.083
C -1.445 1.126 -4.198
O -0.528 1.247 -3.196
H -2.424 1.452 -3.830
H -1.626 0.099 -4.547
H -1.134 1.655 -5.041
H -0.219 2.196 -3.101
C 3.016 1.727 1.269
O 2.154 2.712 1.744
H 4.071 1.919 1.421
H 2.890 1.714 0.197
H 2.709 0.731 1.553
H 2.447 3.486 1.235
*
```


3.
Entry from OMol25: a structure of composition C5H18N4S (ωB97M-V with the def2-TZVPD basis set).

Summary:
HOMO (alpha / beta): -0.4658 / -0.4657 Eh
Energy above the lowest of the compared OMol25 structures with the same formula, charge and spin: 12.5 kcal/mol
Electronic energy: -22254.05044 eV

Structure (ORCA input):
```
! RIJCOSX wB97M-V def2-TZVPD def2/J DEFGRID3
* xyz 2 1
C 11.643 -0.618 2.028
C 9.416 0.322 -1.893
C 12.092 -0.124 0.596
C -13.477 1.781 -0.522
C 10.492 -0.279 -1.188
N -13.987 2.399 0.461
N 10.972 0.302 -0.185
N -11.634 -2.691 0.227
N -10.934 -1.579 0.203
S -11.776 0.109 -0.028
H 12.399 -1.402 2.210
H 11.615 0.289 2.661
H 10.663 -1.127 1.844
H 8.468 0.456 -1.382
H 9.700 1.394 -2.198
H 9.090 -0.165 -2.803
H 12.776 0.695 0.578
H 12.519 -0.846 -0.113
H -12.510 2.174 -1.080
H -14.094 1.021 -0.816
H 11.016 -1.106 -1.531
H -14.766 1.886 0.894
H -13.674 3.311 0.868
H 10.466 1.158 0.084
H -12.272 -2.752 0.968
H -11.775 -3.369 -0.560
H -10.189 -1.380 -0.480
H -12.239 0.142 1.156
*
```


4.
Entry from OMol25: a cluster of 2 separate species, C4H9NO2S in total (ωB97M-V with the def2-TZVPD basis set).

Summary:
HOMO: -0.3301 Eh
Energy above the lowest of the compared OMol25 structures with the same formula, charge and spin: 80.9 kcal/mol
Electronic energy: -20711.52469 eV
SMILES: O=C1O[C@H]1S.CNC

Structure (ORCA input):
```
! RIJCOSX wB97M-V def2-TZVPD def2/J DEFGRID3
* xyz 0 1
C -2.087 -0.411 0.736
C 0.628 1.279 -1.026
C 1.144 -0.969 -1.406
C -1.687 -0.143 2.159
N 1.121 0.080 -0.407
O -2.233 0.061 -0.354
O -2.136 -1.426 1.545
S -0.097 -0.018 2.793
H 1.243 1.666 -1.958
H -0.407 1.006 -1.380
H 0.616 2.082 -0.316
H 0.279 -1.151 -1.912
H 1.952 -0.528 -2.121
H 1.531 -1.940 -0.924
H -2.545 0.218 2.825
H 2.024 0.226 0.056
H 0.654 -0.031 1.690
*
```